{"formula": "C32H48P2W", "method": "the ωB97M-V functional and the def2-TZVPD basis", "orbital_gap_ev": [5.851, 5.104], "charge": 2, "multiplicity": 3, "homo_ha": [-0.4577, -0.4604], "symbols": ["W", "C", "C", "C", "C", "C", "C", "H", "H", "H", "C", "H", "H", "H", "C", "H", "H", "H", "C", "H", "H", "H", "C", "H", "H", "H", "C", "C", "C", "C", "C", "C", "C", "C", "H", "H", "H", "H", "H", "H", "H", "H", "H", "H", "H", "H", "P", "P", "C", "C", "H", "H", "H", "H", "C", "H", "H", "H", "C", "H", "H", "H", "C", "H", "H", "H", "C", "H", "H", "H", "C", "C", "C", "C", "C", "C", "C", "C", "H", "H", "H", "H", "H"], "positions_angstrom": [[-1.05636, 1.87027, -0.55452], [0.27800, 2.84270, 0.87987], [-1.09510, 2.73316, 1.41134], [0.14346, 0.91093, 2.16061], [1.01371, 1.70769, 1.44324], [-1.18067, 1.40503, 1.97917], [0.88994, 4.09722, 0.40778], [0.17377, 4.76590, -0.06117], [1.72400, 3.96557, -0.29524], [1.28656, 4.63330, 1.27071], [2.47673, 1.49288, 1.38552], [2.96369, 2.21909, 0.73309], [2.74456, 0.47872, 1.05166], [2.96486, 1.60150, 2.36249], [0.58462, -0.19058, 3.06741], [1.16653, 0.10921, 3.95352], [1.22698, -0.89286, 2.53791], [-0.22534, -0.78339, 3.48540], [-2.37007, 0.85889, 2.66065], [-2.44747, 1.26414, 3.67732], [-2.36575, -0.23474, 2.75794], [-3.30610, 1.10558, 2.16151], [-2.01836, 3.86367, 1.71753], [-1.86610, 4.33310, 2.70830], [-3.07452, 3.54219, 1.73001], [-1.92305, 4.68121, 0.98640], [-0.99331, 1.95977, -2.79155], [-0.77535, 3.16854, -2.02739], [-1.98840, 4.06315, -1.82910], [-3.29343, 3.38388, -1.31418], [-3.06710, 2.15099, -0.46880], [-2.73169, 0.83208, -0.97820], [-3.00510, 0.41916, -2.40285], [-2.26436, 1.35143, -3.37705], [-2.25098, 4.50457, -2.82512], [-3.95048, 3.29806, -2.19311], [-1.74774, 4.89365, -1.15266], [-2.94172, 2.14648, -3.76235], [-0.15899, 1.66502, -3.44317], [0.26011, 3.58026, -2.01979], [-2.03400, 0.72825, -4.27841], [-2.71698, -0.62301, -2.58329], [-2.65287, 0.00684, -0.26513], [-4.09429, 0.46056, -2.59052], [-3.83252, 4.08945, -0.65566], [-3.63638, 2.06422, 0.45588], [1.58450, -1.35031, -1.73421], [-0.91115, -2.13151, 0.37032], [-0.00242, -2.01803, -2.43211], [-0.91759, -2.74383, -1.39803], [0.27758, -2.67956, -3.26483], [-0.55166, -1.16537, -2.85132], [-1.94200, -2.68360, -1.77936], [-0.65012, -3.79289, -1.26901], [-0.41126, -3.43774, 1.48909], [-0.80619, -3.19749, 2.47952], [0.66577, -3.51538, 1.56924], [-0.84469, -4.36618, 1.13733], [-2.70891, -2.31772, 0.86883], [-3.07625, -3.27489, 0.49300], [-3.38050, -1.52976, 0.53662], [-2.76757, -2.35766, 1.95777], [3.18774, -1.52102, -2.46546], [3.74236, -0.57571, -2.35234], [3.09648, -1.74246, -3.54015], [3.75130, -2.31805, -1.96012], [1.21314, 0.43101, -1.62661], [1.78674, 0.94030, -0.86890], [0.10487, 0.39370, -1.31021], [1.38761, 0.88687, -2.61175], [1.31010, -1.68089, 0.00709], [2.31086, -1.91539, 0.79889], [3.23045, -2.94886, 1.06534], [3.25708, -4.01716, 0.13189], [4.04439, -5.13985, 0.36465], [4.82533, -5.20562, 1.52174], [4.81641, -4.15200, 2.45424], [4.02759, -3.01762, 2.23635], [2.61774, -3.96218, -0.75623], [4.05765, -5.95505, -0.35600], [5.43802, -6.08106, 1.69657], [5.42787, -4.19964, 3.34927], [3.97580, -2.18118, 2.93294]], "forces_ev_per_a": [[2.900, -2.616, 3.519], [0.508, -0.535, 2.829], [1.023, 0.246, 0.273], [-1.834, -0.792, 0.316], [-0.189, 1.964, -1.632], [0.789, 0.491, 1.006], [0.755, 0.899, 0.017], [-0.070, 0.024, -0.030], [-0.191, -0.097, 0.150], [0.127, 0.171, 0.010], [0.715, -0.075, -0.408], [0.009, -0.027, -0.023], [-0.121, 0.278, 0.065], [-0.375, 0.085, 0.025], [-0.047, -0.738, 0.107], [-0.146, 0.533, -0.421], [0.065, -0.016, -0.064], [-0.318, 0.140, -0.153], [-0.700, -0.455, 0.453], [0.011, -0.014, -0.101], [0.235, 0.285, -0.069], [0.023, 0.110, -0.040], [-0.778, 0.752, 0.302], [0.327, -0.407, -0.330], [0.483, 0.104, -0.112], [-0.052, -0.304, 0.211], [0.401, 0.764, -2.525], [-0.035, 1.038, -2.774], [-0.623, 1.432, -0.618], [-0.900, 0.803, -0.242], [-1.160, -0.761, 0.344], [-1.035, -2.008, -0.685], [-0.536, 0.095, 0.039], [-0.591, 0.054, -1.046], [0.373, -0.091, 0.764], [-0.017, -0.581, 0.438], [0.144, -0.182, -0.276], [0.399, -0.355, 0.381], [-0.064, 0.072, 0.897], [-0.942, -0.116, -0.388], [0.203, 0.765, 0.618], [0.078, 0.148, 0.136], [-1.038, 0.309, 0.096], [0.404, -0.043, -0.044], [0.406, -0.094, -0.401], [0.202, 0.551, -0.169], [-2.995, 1.896, 2.667], [-1.463, 1.589, 0.305], [0.653, -0.540, -0.377], [0.383, -0.209, 0.506], [-0.395, 0.054, 0.141], [0.322, -0.111, -0.003], [0.163, -0.134, 0.120], [0.008, -0.158, -0.578], [0.463, -0.389, 0.084], [-0.028, -0.094, -0.174], [0.082, -0.288, 0.017], [0.022, -0.430, 0.210], [-0.104, -0.153, -0.401], [-0.141, -0.024, 0.008], [0.052, -0.050, -0.143], [0.113, 0.042, -0.091], [0.749, -0.601, -0.311], [-0.346, -0.282, 0.092], [0.007, -0.027, 0.324], [-0.110, 0.136, -0.267], [-0.176, -0.477, -0.897], [0.396, -0.103, 0.099], [1.290, -0.413, -0.669], [-0.303, 0.042, 0.448], [5.137, -0.416, 0.812], [-3.621, -0.193, -3.439], [1.213, -0.682, 1.191], [0.112, -0.232, 0.238], [-0.020, 0.419, 0.037], [-0.177, 0.548, 0.240], [-0.205, 0.226, -0.351], [-0.203, -0.409, -0.741], [0.215, -0.125, 0.376], [-0.014, 0.158, 0.180], [-0.014, 0.067, 0.062], [-0.063, -0.108, -0.128], [0.179, -0.335, -0.033]], "mulliken_spin": [0.9195, 0.1257, -0.0174, 0.0997, -0.0135, 0.0053, -0.0589, 0.0055, -0.0010, 0.0093, 0.0188, 0.0000, -0.0016, -0.0014, 0.0080, 0.0038, -0.0020, 0.0004, 0.0058, -0.0008, -0.0017, -0.0024, -0.0086, 0.0026, 0.0015, 0.0010, 0.3545, 0.1268, 0.1060, -0.0481, 0.1081, 0.0291, 0.0231, 0.0124, 0.0136, -0.0005, -0.0020, 0.0219, -0.0199, -0.0199, -0.0030, -0.0358, 0.0069, 0.0090, -0.0029, 0.0096, -0.0057, 0.0161, 0.0227, -0.0087, -0.0003, 0.0015, -0.0052, 0.0009, 0.0018, -0.0009, -0.0015, 0.0003, 0.0063, -0.0002, -0.0003, -0.0007, 0.0024, 0.0013, 0.0001, 0.0002, 0.0662, -0.0192, 0.1326, 0.0084, -0.0253, 0.0131, -0.0010, 0.0038, -0.0014, 0.0033, -0.0017, 0.0037, 0.0006, 0.0000, 0.0001, 0.0000, 0.0002]}

{"formula": "C32H49BCaN12O4SSeSi", "method": "the ωB97M-V functional and the def2-TZVPD basis", "orbital_gap_ev": [5.668, 8.368], "e_above_lowest_kcal_mol": 10.3, "charge": -1, "multiplicity": 2, "homo_ha": [-0.1176, -0.2173], "symbols": ["Ca", "C", "C", "C", "C", "N", "N", "B", "N", "C", "C", "C", "C", "N", "N", "C", "C", "C", "C", "N", "N", "C", "C", "C", "C", "N", "H", "H", "H", "H", "H", "H", "H", "H", "H", "H", "H", "H", "H", "H", "H", "H", "H", "H", "H", "H", "C", "Si", "C", "C", "C", "H", "H", "H", "H", "H", "H", "H", "H", "H", "H", "H", "C", "C", "N", "C", "S", "N", "C", "C", "H", "H", "H", "H", "H", "H", "H", "H", "H", "H", "H", "H", "O", "Se", "O", "O", "O", "N", "C", "N", "C", "C", "C", "C", "C", "C", "H", "H", "H", "H", "H", "H"], "positions_angstrom": [[0.62807, 0.47428, 0.91144], [2.26573, 0.78833, 4.26651], [3.01175, -0.08054, 3.30891], [4.05239, -0.98930, 3.56781], [4.36828, -1.51219, 2.33399], [3.56394, -0.94648, 1.41123], [2.71945, -0.07913, 2.01605], [3.54983, -1.30475, -0.10071], [2.47407, -2.38766, -0.36563], [2.57680, -3.70646, -0.61448], [1.30736, -4.21328, -0.79156], [0.45931, -3.11171, -0.62476], [-1.02931, -3.11540, -0.71223], [1.15759, -2.01584, -0.35220], [3.27593, -0.07854, -1.00057], [3.86939, 0.16404, -2.18794], [3.32668, 1.30935, -2.72225], [2.37253, 1.72142, -1.77641], [1.47297, 2.90977, -1.81480], [2.34275, 0.87298, -0.75888], [5.00668, -1.72705, -0.42315], [6.05099, -0.89301, -0.22789], [7.20338, -1.54734, -0.59368], [6.76159, -2.81687, -1.00890], [7.57334, -3.96455, -1.51747], [5.44549, -2.91240, -0.90218], [2.95817, 1.37700, 4.87152], [1.66253, 0.18372, 4.94709], [1.61279, 1.48086, 3.73624], [4.51006, -1.21576, 4.51570], [5.11515, -2.23331, 2.04332], [3.54227, -4.16811, -0.67392], [1.02747, -5.22706, -1.02426], [-1.38238, -4.11932, -0.94916], [-1.38204, -2.44022, -1.49193], [-1.48721, -2.81932, 0.23436], [4.64267, -0.48896, -2.55715], [3.58105, 1.78929, -3.65162], [2.02716, 3.79634, -2.12923], [1.04491, 3.11004, -0.83141], [0.65340, 2.75922, -2.52240], [5.89155, 0.10288, 0.15504], [8.21166, -1.16938, -0.56725], [8.63356, -3.71217, -1.52294], [7.28326, -4.23056, -2.53490], [7.43937, -4.84862, -0.89244], [-5.84719, -0.00995, -0.89881], [-4.31141, 0.72740, -0.08694], [-4.31862, 0.10554, 1.69394], [-4.51858, 2.58190, -0.14580], [-2.87593, -0.08176, -1.06258], [-6.75656, 0.33376, -0.39995], [-5.83537, -1.10221, -0.86019], [-5.91134, 0.28230, -1.95053], [-5.35341, 0.03301, 2.04825], [-3.76194, 0.78041, 2.33999], [-3.87034, -0.88864, 1.77983], [-5.48136, 2.80091, 0.33138], [-4.55948, 2.95603, -1.16993], [-3.73908, 3.13064, 0.37867], [-3.35095, -0.69117, -1.83997], [-2.43626, -0.79341, -0.35821], [-4.37816, 2.87672, -5.31794], [-3.97508, 2.60963, -3.88072], [-2.54392, 2.29395, -3.79310], [-1.99934, 2.23249, -2.48746], [-1.42602, 0.74643, -1.83908], [-1.99945, 3.39986, -1.76732], [-1.66249, 4.68925, -2.34300], [-2.58082, 5.77915, -1.81292], [-5.43582, 3.14020, -5.38329], [-4.21984, 1.99456, -5.94397], [-3.78670, 3.69236, -5.73561], [-4.59368, 1.80557, -3.45352], [-4.15125, 3.49339, -3.26632], [-2.33744, 1.43058, -4.27292], [-1.81064, 3.32898, -0.76874], [-1.73069, 4.60242, -3.42785], [-0.62237, 4.94822, -2.10285], [-3.61917, 5.58704, -2.09154], [-2.29033, 6.75722, -2.20522], [-2.52673, 5.81497, -0.72368], [-1.39783, 4.02618, 1.02541], [-0.88346, 2.76580, 1.90589], [-1.27804, 2.80170, 3.48012], [-1.46191, 1.34489, 1.24587], [0.75877, 2.52959, 1.72895], [-1.86085, -1.19878, 4.36592], [-1.04815, -0.40417, 3.61678], [-0.23202, -1.08785, 2.85556], [-0.51956, -2.42020, 3.11907], [0.08823, -3.57620, 2.63103], [-0.40159, -4.79180, 3.06730], [-1.46319, -4.86774, 3.98173], [-2.05524, -3.73027, 4.49811], [-1.55895, -2.50898, 4.05385], [-2.60429, -0.86172, 4.94814], [-1.12783, 0.67637, 3.67607], [0.91071, -3.51161, 1.93103], [0.04535, -5.70676, 2.69890], [-1.82111, -5.83976, 4.29766], [-2.86378, -3.79074, 5.21560]], "forces_ev_per_a": [[0.107, -1.149, -0.540], [0.013, 0.011, 0.063], [-0.095, -0.035, 0.038], [0.034, -0.001, -0.122], [0.023, -0.028, 0.035], [0.114, 0.031, 0.168], [0.127, -0.073, -0.086], [0.067, 0.025, 0.035], [-0.209, -0.169, -0.061], [-0.014, 0.083, -0.019], [0.137, 0.016, -0.020], [-0.029, -0.002, 0.044], [-0.064, 0.019, -0.007], [0.243, 0.282, 0.104], [-0.002, 0.140, -0.136], [0.012, -0.006, -0.015], [0.039, -0.080, 0.062], [-0.062, 0.005, 0.009], [-0.049, 0.081, -0.055], [0.083, -0.065, -0.030], [0.127, -0.107, 0.025], [0.011, 0.132, 0.036], [-0.073, 0.070, 0.042], [-0.078, -0.007, -0.008], [0.033, -0.044, -0.019], [-0.202, -0.192, -0.054], [0.002, -0.018, -0.006], [-0.008, -0.002, -0.005], [-0.002, 0.009, -0.019], [0.015, -0.001, -0.004], [-0.008, 0.011, 0.039], [0.128, -0.046, -0.026], [0.014, 0.002, 0.008], [0.006, 0.006, 0.015], [0.020, 0.016, 0.012], [0.017, 0.028, 0.002], [-0.011, 0.028, -0.034], [0.017, -0.007, -0.004], [-0.003, -0.011, 0.001], [0.004, -0.014, 0.014], [0.033, -0.002, 0.027], [0.022, -0.018, -0.012], [-0.008, 0.000, 0.006], [-0.008, 0.011, 0.004], [-0.007, -0.001, 0.008], [-0.011, 0.006, -0.006], [-0.029, 0.007, -0.066], [0.369, -0.038, 0.032], [-0.129, -0.006, -0.104], [-0.176, -0.063, 0.019], [-0.272, -0.175, 0.066], [-0.017, 0.002, 0.008], [0.009, -0.012, 0.011], [-0.016, 0.002, -0.011], [0.066, 0.036, 0.019], [0.071, 0.060, 0.030], [0.011, 0.010, -0.046], [0.042, 0.031, 0.013], [-0.014, -0.039, 0.081], [0.057, -0.023, 0.071], [0.039, 0.017, 0.008], [0.046, 0.074, 0.007], [-0.058, -0.019, -0.056], [0.069, -0.032, 0.020], [-0.114, 0.057, 0.120], [0.221, 0.096, -0.156], [-0.161, 0.006, 0.097], [-0.032, -0.071, 0.059], [0.067, 0.009, -0.027], [-0.012, 0.061, 0.036], [0.016, 0.004, 0.005], [0.021, 0.001, 0.022], [0.000, 0.007, 0.014], [0.006, 0.009, -0.019], [0.020, 0.030, -0.045], [0.038, -0.055, -0.081], [0.076, 0.047, -0.051], [-0.040, 0.008, 0.002], [-0.016, -0.019, -0.001], [0.002, -0.007, -0.016], [-0.005, -0.021, 0.000], [0.019, -0.016, -0.007], [-0.057, 0.074, 0.004], [-0.004, 0.026, 0.186], [-0.043, 0.082, -0.022], [-0.270, 0.204, 0.095], [-0.238, 0.533, 0.201], [0.069, -0.005, -0.098], [-0.174, -0.059, 0.061], [-0.131, 0.297, -0.025], [0.175, -0.090, -0.014], [-0.041, 0.043, 0.008], [0.006, 0.001, -0.011], [-0.012, -0.032, 0.014], [-0.007, 0.039, -0.005], [0.037, -0.073, 0.021], [-0.042, 0.007, 0.048], [0.046, 0.033, -0.037], [0.004, -0.003, 0.007], [-0.006, 0.007, 0.003], [0.005, 0.006, -0.003], [0.004, -0.003, -0.001]], "mulliken_spin": [0.0040, 0.0000, 0.0000, 0.0000, 0.0000, 0.0001, -0.0001, 0.0004, -0.0002, 0.0000, -0.0003, -0.0030, 0.0050, 0.0048, 0.0002, 0.0005, 0.0004, 0.0029, 0.0032, -0.0004, 0.0001, 0.0000, 0.0000, 0.0000, 0.0000, 0.0000, 0.0000, 0.0000, 0.0000, 0.0000, 0.0000, 0.0000, 0.0000, 0.0008, -0.0004, 0.0012, 0.0001, -0.0001, -0.0011, -0.0012, -0.0148, 0.0000, 0.0000, 0.0000, 0.0000, 0.0000, 0.0102, -0.0300, 0.0039, 0.0302, 0.0897, 0.0016, 0.0003, -0.0017, 0.0001, 0.0001, -0.0005, 0.0012, -0.0128, 0.0001, -0.0051, 0.0061, -0.0025, 0.0514, 0.0477, 0.6060, -0.0008, 0.1878, 0.0542, 0.0047, 0.0020, 0.0001, -0.0026, -0.0020, 0.0057, -0.0012, -0.0494, -0.0011, 0.0177, -0.0066, -0.0046, 0.0029, 0.0010, -0.0013, 0.0002, -0.0044, -0.0002, 0.0000, -0.0005, 0.0000, -0.0001, 0.0000, 0.0000, 0.0000, 0.0000, 0.0005, 0.0000, 0.0000, 0.0000, 0.0000, 0.0000, 0.0000]}

Computed DFT total energy, in the same sequence as the records: -54341.946 -163233.434 eV.
Computed F_max, in the same sequence as the records: 5.3 1.3 eV Å⁻¹.